{
  "formula": "C25H38F5GeSeSi2TcTe",
  "method": "wB97M-V/def2-TZVPD",
  "species": ["Tc", "F", "C", "C", "F", "C", "F", "C", "Se", "C", "F", "C", "F", "C", "Si", "C", "C", "C", "Te", "C", "Si", "C", "C", "C", "H", "H", "H", "H", "H", "H", "H", "H", "H", "H", "H", "H", "H", "H", "H", "H", "H", "H", "H", "H", "H", "H", "C", "C", "C", "C", "C", "C", "C", "H", "H", "H", "H", "H", "C", "Ge", "C", "C", "C", "H", "H", "H", "H", "H", "H", "H", "H", "H", "H", "H"],
  "positions_angstrom": [[-0.386, -0.747, -0.208], [-1.083, -1.868, 7.033], [-0.840, -2.044, 5.711], [-0.564, -3.329, 5.197], [-0.618, -4.397, 6.028], [-0.220, -3.487, 3.870], [0.066, -4.724, 3.417], [-0.144, -2.412, 2.975], [0.497, -2.645, 1.238], [-0.484, -1.149, 3.517], [-0.472, -0.052, 2.688], [-0.800, -0.961, 4.846], [-1.033, 0.288, 5.304], [3.897, -0.176, 2.289], [4.427, 0.338, 0.526], [5.826, 1.635, 0.676], [5.004, -1.197, -0.450], [3.040, 1.217, -0.437], [1.259, 1.254, 0.786], [0.398, 2.995, -0.157], [-1.178, 3.456, 0.809], [-2.483, 2.076, 0.713], [-1.892, 5.094, 0.125], [-0.657, 3.749, 2.626], [4.687, -0.691, 2.829], [3.042, -0.848, 2.255], [3.605, 0.691, 2.880], [6.700, 1.250, 1.190], [5.479, 2.512, 1.215], [6.140, 1.964, -0.310], [5.750, -1.766, 0.098], [5.441, -0.909, -1.402], [4.168, -1.859, -0.659], [2.789, 0.704, -1.359], [3.323, 2.239, -0.676], [0.196, 2.776, -1.201], [1.139, 3.788, -0.097], [-3.413, 2.416, 0.268], [-2.715, 1.670, 1.695], [-2.099, 1.254, 0.095], [-2.263, 4.972, -0.886], [-1.155, 5.891, 0.114], [-2.721, 5.429, 0.737], [-0.079, 2.902, 2.990], [-1.519, 3.867, 3.277], [-0.042, 4.640, 2.723], [-0.326, 0.074, -1.884], [-0.143, 0.678, -3.106], [-1.156, 1.456, -3.739], [-0.929, 2.069, -4.946], [0.305, 1.965, -5.586], [1.310, 1.203, -4.995], [1.099, 0.568, -3.799], [-2.112, 1.542, -3.241], [-1.715, 2.646, -5.421], [0.479, 2.461, -6.529], [2.267, 1.103, -5.496], [1.876, -0.041, -3.358], [-2.005, -3.222, -3.099], [-2.919, -3.058, -1.338], [-4.911, -3.052, -1.656], [-2.453, -4.708, -0.321], [-2.443, -1.388, -0.395], [-2.146, -4.212, -3.525], [-0.942, -3.049, -2.953], [-2.364, -2.485, -3.811], [-5.251, -3.967, -2.131], [-5.174, -2.216, -2.298], [-5.451, -2.933, -0.721], [-2.777, -5.592, -0.865], [-2.905, -4.727, 0.666], [-1.376, -4.762, -0.198], [-2.726, -1.522, 0.664], [-3.122, -0.634, -0.812]],
  "atomic_forces_ev_per_a": [[-0.33, 1.97, -3.82], [0.00, -0.11, -0.67], [0.26, -0.77, -0.05], [-0.23, 0.54, 0.75], [0.05, 0.47, -0.33], [0.03, 0.03, -0.43], [-0.10, 0.30, 0.39], [-0.25, 1.07, 1.23], [0.28, -0.67, -0.53], [0.26, -0.62, -1.02], [-0.28, -0.87, 1.05], [-0.08, 0.45, 0.18], [0.00, -0.45, -0.02], [0.08, 0.22, -0.61], [0.34, 0.01, 0.14], [-0.43, -0.58, -0.10], [-0.17, 0.59, 0.35], [0.06, -0.43, 0.55], [0.17, 0.36, -0.81], [-0.39, -0.16, 0.53], [-0.22, 0.21, 0.18], [0.54, 0.34, -0.13], [0.31, -0.59, 0.21], [-0.14, -0.13, -0.64], [0.25, -0.08, -0.05], [-0.19, -0.17, -0.05], [0.00, 0.12, 0.02], [0.19, -0.12, 0.15], [-0.14, 0.13, 0.13], [0.07, 0.05, -0.24], [0.12, -0.07, 0.14], [0.07, 0.11, -0.18], [-0.19, -0.06, 0.04], [-0.08, -0.07, -0.09], [-0.02, 0.14, 0.09], [-0.05, -0.21, -0.14], [0.11, 0.16, 0.09], [-0.21, 0.21, -0.10], [0.03, -0.05, 0.15], [-0.06, 0.12, 0.12], [-0.06, -0.09, -0.28], [0.23, 0.12, 0.01], [-0.24, 0.03, 0.21], [0.03, -0.08, 0.09], [-0.20, 0.01, 0.05], [0.14, 0.15, -0.03], [-0.46, -2.16, 4.82], [0.67, 1.01, -2.47], [0.37, -0.60, 0.74], [0.14, 0.28, -0.57], [-0.06, -0.13, 0.24], [0.08, 0.29, -0.53], [-0.58, -0.14, 0.63], [-0.08, 0.02, 0.04], [-0.02, -0.01, 0.08], [-0.01, 0.04, -0.09], [0.00, 0.00, 0.02], [0.02, -0.05, 0.06], [-0.21, 0.04, 0.46], [0.08, 0.08, 0.17], [0.65, -0.03, 0.04], [-0.08, 0.42, -0.32], [0.02, -0.51, 0.17], [-0.06, -0.15, -0.04], [0.12, 0.02, 0.07], [-0.11, 0.18, -0.10], [-0.02, -0.20, -0.11], [-0.01, 0.15, -0.12], [-0.01, 0.01, 0.20], [-0.12, -0.12, -0.12], [-0.08, 0.07, 0.14], [0.14, 0.05, 0.05], [-0.14, -0.10, -0.05], [0.22, 0.02, 0.04]],
  "lowdin_charge": [0.5586, 0.0855, -0.1300, -0.1333, 0.0882, -0.2639, 0.0530, -0.5382, 0.5977, -0.2205, -0.0992, -0.1516, 0.0941, -0.2283, 0.4542, -0.1928, -0.1785, -0.5332, 1.3026, -0.5416, 0.4480, -0.1915, -0.1907, -0.1986, 0.0248, -0.0144, 0.0100, 0.0160, 0.0218, 0.0182, 0.0193, 0.0197, 0.0260, -0.0244, 0.0053, -0.0048, 0.0030, 0.0214, 0.0257, -0.0431, 0.0171, 0.0158, 0.0166, -0.0139, 0.0230, 0.0211, -0.2372, -0.3533, -0.0523, -0.1114, -0.1098, -0.1095, -0.0593, 0.1066, 0.0953, 0.0875, 0.0960, 0.0964, -0.2366, 0.7491, -0.2403, -0.2407, -0.4803, -0.0003, -0.0031, 0.0016, -0.0053, -0.0020, -0.0005, 0.0000, 0.0061, -0.0227, -0.0296, -0.0387],
  "spin_multiplicity": 2,
  "s_squared": 1.17,
  "energy_ha": -6880.86092,
  "charge": -1,
  "homo_ev": [-3.57, -3.36]
}